96
Properties=species:S:1:pos:R:3 method="wB97M-V/def2-TZVPD" e_homo_ev=-1.638 homo_lumo_gap_ev=3.55 total_charge=-1
C -3.28555 -2.50054 6.58374
C -3.44524 -2.39959 4.97910
C -3.96900 -1.02661 4.41652
C -4.14711 -0.86810 2.87081
C -3.80559 -2.00537 1.86609
C -3.27326 -3.34261 2.44626
C -2.87128 -4.50554 1.39215
N -1.38050 -4.43983 1.29225
C -0.96964 -3.45519 0.25445
C 0.50744 -2.91247 0.63414
C 1.31157 -2.30016 -0.62731
C 0.82601 -0.83777 -1.07654
C 1.10496 0.32086 0.01903
N 0.18705 1.49430 -0.12725
C -3.09806 -3.54586 4.00038
H -3.59060 -3.56176 6.88049
H -3.92648 -1.69397 7.10276
H -2.20391 -2.35413 6.92406
H -4.19210 -0.17226 5.13960
H -4.52524 0.14477 2.48133
H -3.92759 -1.80743 0.75488
H -3.40187 -4.38616 0.37817
H -3.15355 -5.55715 1.77825
H -0.89622 -4.04489 -0.74407
H -1.66336 -2.54528 0.15415
H 1.11767 -3.82088 1.00376
H 0.48825 -2.18185 1.52769
H 2.41326 -2.20846 -0.28530
H 1.29345 -2.99596 -1.55049
H 1.47788 -0.55181 -1.99374
H -0.26150 -0.82902 -1.47168
H 2.19147 0.68682 -0.14403
H 0.95563 -0.14987 1.04873
H 0.67941 2.34440 -0.42084
H -0.61937 1.28178 -0.72699
H -2.68654 -4.54129 4.39426
C -3.62799 0.39379 10.81029
C -2.90440 0.08581 9.50848
C -1.62410 0.89628 9.38155
O -3.76183 0.37926 8.40871
H -3.91330 1.44989 10.85805
H -4.55160 -0.18694 10.88267
H -3.00065 0.16252 11.67526
H -2.67001 -0.98129 9.46191
H -1.84014 1.96978 9.37985
H -1.12109 0.67328 8.43686
H -0.93666 0.68010 10.20368
H -3.97583 1.32127 8.43987
C 3.00935 3.29942 -2.41549
C 1.79487 4.01754 -2.98275
C 2.18045 5.35069 -3.60421
O 0.84482 4.23643 -1.94170
H 3.48156 3.89449 -1.62653
H 2.71590 2.34841 -1.96193
H 3.75066 3.10156 -3.19412
H 1.31321 3.38664 -3.73495
H 2.62414 6.01651 -2.85709
H 1.29669 5.86101 -3.99740
H 2.89684 5.21416 -4.41833
H 1.26090 4.79382 -1.27026
C 0.36439 -5.11792 -5.38553
C 0.85215 -5.13762 -3.94551
C 0.90783 -6.55525 -3.39810
O -0.02190 -4.35313 -3.13976
H -0.64800 -5.52767 -5.46117
H 0.31870 -4.09235 -5.76041
H 1.02513 -5.69867 -6.03490
H 1.84501 -4.68207 -3.88753
H -0.08556 -7.01529 -3.40419
H 1.24847 -6.55214 -2.35935
H 1.58533 -7.17983 -3.98706
H -0.90360 -4.74783 -3.18358
C 5.04680 7.66250 -0.44825
C 5.76754 7.35260 -1.75094
C 7.04605 8.16527 -1.88300
O 4.90601 7.64178 -2.84999
H 4.75962 8.71808 -0.40249
H 4.12447 7.08026 -0.37188
H 5.67658 7.43469 0.41555
H 6.00384 6.28582 -1.79535
H 6.82793 9.23824 -1.88678
H 7.54741 7.94099 -2.82840
H 7.73578 7.95249 -1.06214
H 4.69051 8.58351 -2.82036
C -1.22606 0.05045 -6.40258
C -1.68153 -1.28668 -6.96584
C -2.38472 -2.12206 -5.90770
O -0.55124 -2.00176 -7.46097
H -0.51346 -0.09320 -5.58402
H -0.71220 0.63551 -7.17050
H -2.07352 0.63109 -6.02915
H -2.35608 -1.11921 -7.81041
H -1.71222 -2.34087 -5.07174
H -2.69644 -3.08461 -6.32279
H -3.26674 -1.60618 -5.51952
H 0.05146 -2.15450 -6.72089


106
Properties=species:S:1:pos:R:3 method="wB97M-V/def2-TZVPD" smiles="CB(O)[C@@H]1[C@@H](I)OC(=O)[C@@H]1CCO[Si](C)(C)C.COCCOCCOC.COCCOCCOC.COCCOCCOC" e_homo_ev=-9.076 homo_lumo_gap_ev=9.35
C -1.61058 -2.15760 1.06478
B -1.32823 -1.96278 2.60368
O -2.03019 -2.71947 3.51028
C -0.25759 -0.94771 3.22121
C 0.22540 0.06411 2.19072
I 0.97223 1.88660 3.11614
O 1.22970 -0.59765 1.45017
C 1.53658 -1.78945 2.08532
O 1.96122 -2.72235 1.46738
C 1.10002 -1.64203 3.51932
C 1.13423 -2.86686 4.41963
C 2.26823 -2.81982 5.46321
O 3.38675 -2.04389 5.05965
Si 4.63811 -2.64803 4.13289
C 4.26778 -4.34408 3.44020
C 4.90266 -1.44849 2.70960
C 6.20261 -2.75772 5.16020
H -1.37756 -1.29358 0.44026
H -1.01830 -3.00501 0.69605
H -2.66132 -2.41660 0.88200
H -2.85628 -3.03259 3.12204
H -0.73268 -0.52799 4.10957
H -0.52589 0.44647 1.50313
H 1.74364 -0.84270 3.90931
H 0.18845 -2.90959 4.97018
H 1.17974 -3.78837 3.83136
H 2.58342 -3.83705 5.72308
H 1.89256 -2.36583 6.38619
H 3.44813 -4.31413 2.71895
H 5.16692 -4.68067 2.91141
H 4.03985 -5.08792 4.21035
H 5.82962 -0.88121 2.83487
H 4.94730 -1.99521 1.76282
H 4.08341 -0.72354 2.65348
H 6.78378 -3.61227 4.79499
H 5.98751 -2.94918 6.21501
H 6.80890 -1.85524 5.06835
C 2.72218 1.06927 -0.96986
O 3.90702 1.72662 -1.35968
C 3.97382 1.94178 -2.75644
C 4.90851 3.08097 -3.08654
O 4.35178 4.36466 -2.84817
C 4.31117 4.81326 -1.50375
C 5.64112 5.29768 -0.97467
O 6.47390 4.20937 -0.62097
C 7.83407 4.56690 -0.56473
H 2.65983 0.06344 -1.40089
H 2.72930 0.98574 0.11314
H 1.83812 1.64468 -1.27438
H 2.97632 2.17579 -3.15044
H 4.33475 1.02628 -3.24614
H 5.09208 3.05028 -4.16282
H 5.86491 2.95709 -2.57409
H 3.88881 4.05416 -0.84171
H 3.63530 5.67128 -1.51554
H 5.46227 5.92049 -0.08648
H 6.12778 5.91614 -1.73943
H 8.18415 4.94899 -1.53103
H 8.39750 3.66997 -0.31565
H 8.01897 5.32682 0.20412
C 0.75999 -0.76344 -8.92836
O 0.66592 0.53543 -8.39338
C -0.07330 1.41318 -9.22215
C -0.59668 2.59096 -8.43383
O -1.72689 2.29269 -7.63195
C -1.49306 1.61493 -6.40896
C -0.94462 2.49602 -5.31064
O 0.43968 2.72513 -5.48931
C 0.89357 3.86316 -4.79176
H 1.30080 -0.76754 -9.88218
H 1.30606 -1.37320 -8.21146
H -0.23302 -1.20154 -9.08323
H -0.91838 0.88306 -9.67906
H 0.57695 1.78721 -10.02579
H -0.95093 3.33102 -9.15461
H 0.20334 3.04446 -7.84477
H -0.85456 0.74056 -6.55259
H -2.47812 1.26928 -6.08826
H -1.10835 1.99823 -4.34365
H -1.49067 3.44778 -5.30692
H 0.36658 4.76614 -5.12137
H 1.95456 3.97877 -5.00345
H 0.76179 3.74473 -3.70935
C -11.01992 -1.68235 2.10782
O -9.85574 -1.34896 2.82762
C -9.93813 -1.71152 4.19343
C -8.56140 -1.83018 4.80331
O -7.87794 -3.02372 4.45658
C -7.28907 -3.08434 3.17077
C -5.99603 -2.31075 3.05064
O -6.23845 -0.92522 2.90603
C -5.11205 -0.15050 3.23943
H -11.89416 -1.13800 2.48334
H -10.85217 -1.40539 1.06914
H -11.22374 -2.75815 2.16008
H -10.46296 -2.66878 4.30212
H -10.50174 -0.94283 4.74072
H -8.68845 -1.88400 5.88636
H -7.96298 -0.94576 4.57424
H -7.99065 -2.77788 2.39203
H -7.05153 -4.13964 3.02049
H -5.45071 -2.67518 2.16489
H -5.38411 -2.49866 3.94364
H -4.80055 -0.33026 4.27507
H -5.38116 0.89750 3.12899
H -4.27083 -0.37471 2.56862


96
Properties=species:S:1:pos:R:3 method="wB97M-V/def2-TZVPD" smiles=CCN(CC)CC.CCN(CC)CC.C1CCOC1.C1CCOC1.C1CCOC1.C1CCOC1 e_homo_ev=-8.010 homo_lumo_gap_ev=8.81
C -4.07336 0.63563 -1.78500
C -3.21374 1.25823 -2.90038
C -2.60189 0.03586 -3.61010
O -3.29038 -1.10034 -3.11014
C -4.47216 -0.67326 -2.45562
H -4.89177 1.30299 -1.52601
H -3.45881 0.38321 -0.92083
H -2.50042 1.97959 -2.49602
H -3.83897 1.84375 -3.57921
H -1.55052 -0.08864 -3.34576
H -2.70470 0.14145 -4.69197
H -4.78814 -1.45764 -1.76737
H -5.31311 -0.52211 -3.14944
C 1.69114 -6.31433 -0.13241
C 2.11198 -6.23752 -1.58016
C 2.21850 -4.71552 -1.77027
O 1.28096 -4.12401 -0.88478
C 0.68242 -5.15434 -0.07557
H 2.50422 -6.00714 0.52757
H 1.22317 -7.23389 0.21106
H 1.34452 -6.64994 -2.23983
H 3.05041 -6.72968 -1.83537
H 2.08857 -4.42256 -2.81388
H 3.22655 -4.39703 -1.46975
H -0.30840 -5.36427 -0.48986
H 0.57873 -4.75918 0.93546
C -2.34308 2.51328 1.52467
C -2.17264 2.35230 3.02793
C -0.66360 2.35899 3.18616
O -0.21216 3.26242 2.16722
C -1.27714 3.58188 1.28291
H -3.34242 2.80631 1.21196
H -2.02272 1.60365 1.00566
H -2.79778 1.54874 3.41525
H -2.58864 3.25566 3.49279
H -0.24950 1.35782 3.03599
H -0.38727 2.76550 4.15795
H -1.00221 3.56591 0.22512
H -1.67282 4.57628 1.51751
C 0.68456 0.43062 0.17230
C 1.84819 -0.42451 -0.30314
C 1.38407 -0.88682 -1.66743
O 0.84160 0.29048 -2.23157
C 0.21253 1.01129 -1.19851
H 0.97400 1.25053 0.82842
H -0.09339 -0.16302 0.65208
H 2.16519 -1.22945 0.36617
H 2.75439 0.18007 -0.42063
H 0.66837 -1.71586 -1.61161
H 2.22176 -1.28478 -2.24551
H -0.88211 0.96004 -1.23646
H 0.53394 2.05477 -1.23288
C -2.16570 -2.02153 0.17003
C -1.92040 -2.82031 1.43759
N -2.91457 -2.59212 2.48217
C -2.98067 -1.20358 2.90122
C -4.05305 -0.95763 3.96261
C -2.67394 -3.51133 3.59840
C -2.96513 -4.95813 3.22643
H -1.51020 -2.30509 -0.65717
H -2.13252 -0.94210 0.28848
H -3.13359 -2.33855 -0.23283
H -2.04753 -3.86084 1.12794
H -0.89775 -2.69499 1.84003
H -1.98062 -0.84254 3.21943
H -3.23749 -0.59626 2.03122
H -4.42432 0.06649 3.90335
H -4.87875 -1.64190 3.77471
H -3.66566 -1.06479 4.97567
H -3.35879 -3.24377 4.39914
H -1.63760 -3.37919 3.95347
H -2.12073 -5.48698 2.78368
H -3.84303 -5.03751 2.58640
H -3.21371 -5.52223 4.13195
C 5.75196 4.85451 0.73630
C 4.46065 4.18743 0.26355
N 4.08906 4.54058 -1.09352
C 2.75102 4.08755 -1.40950
C 2.21255 4.52305 -2.74719
C 5.09237 4.20173 -2.08268
C 5.32877 2.70336 -2.33893
H 6.62516 4.31721 0.36399
H 5.77446 4.87322 1.82469
H 5.82291 5.88140 0.37496
H 4.56875 3.08909 0.34977
H 3.63396 4.46182 0.92076
H 2.11186 4.44913 -0.59614
H 2.66832 2.98271 -1.32557
H 2.14807 5.60721 -2.83572
H 1.20551 4.10889 -2.84196
H 2.79623 4.12055 -3.57494
H 4.85010 4.70355 -3.02025
H 6.03857 4.64623 -1.76549
H 4.40989 2.12852 -2.45172
H 5.90447 2.59697 -3.26239
H 5.93520 2.23879 -1.55862


| no. | DFT total energy (hartree) | maximum force (hartree/bohr) |
| --- | --- | --- |
| 1 | -1588.9132 | 0.089 |
| 2 | -2694.1782 | 0.013 |
| 3 | -1514.4157 | 0.028 |